{"formula": "C59H56F3LiN10O12", "method": "the ωB97M-V functional and the def2-TZVPD basis", "lumo_ev": -1.16, "gap_ha": 0.2974, "multiplicity": 1, "homo_ev": -9.25, "symbols": ["Li", "C", "O", "O", "C", "F", "F", "F", "C", "C", "H", "H", "H", "H", "H", "H", "C", "C", "C", "C", "C", "C", "N", "O", "O", "H", "H", "H", "H", "H", "C", "C", "C", "C", "C", "C", "N", "O", "O", "H", "H", "H", "H", "H", "C", "C", "C", "C", "C", "C", "N", "O", "O", "H", "H", "H", "H", "H", "C", "C", "C", "C", "C", "C", "N", "O", "O", "H", "H", "H", "H", "H", "C", "C", "C", "C", "C", "C", "N", "O", "O", "H", "H", "H", "H", "H", "N", "C", "C", "C", "C", "C", "H", "H", "H", "H", "H", "N", "C", "C", "C", "C", "C", "H", "H", "H", "H", "H", "N", "C", "C", "C", "C", "C", "H", "H", "H", "H", "H", "N", "C", "C", "C", "C", "C", "H", "H", "H", "H", "H", "N", "C", "C", "C", "C", "C", "H", "H", "H", "H", "H"], "coordinates": [[-3.819, 1.817, 0.037], [-1.566, -0.608, -0.702], [-1.634, -1.557, 0.381], [-2.502, 0.435, -0.563], [-0.050, -0.228, -0.967], [0.447, 0.863, -0.308], [0.848, -1.194, -0.715], [0.143, 0.079, -2.258], [-1.072, -1.147, 1.636], [-1.571, -2.224, 2.667], [-1.154, -3.209, 2.456], [-1.333, -1.847, 3.661], [-2.660, -2.270, 2.688], [-1.448, -0.199, 2.021], [0.012, -1.233, 1.708], [-1.825, -1.241, -1.551], [-2.082, 1.958, -3.891], [-2.483, 3.124, -3.250], [-2.150, 4.356, -3.837], [-1.520, 4.406, -5.072], [-1.252, 3.200, -5.718], [-1.466, 2.009, -5.129], [-1.160, 5.697, -5.716], [-1.309, 6.662, -4.975], [-0.826, 5.842, -6.872], [-2.403, 0.989, -3.536], [-3.119, 3.144, -2.378], [-2.408, 5.291, -3.364], [-0.782, 3.166, -6.690], [-1.219, 1.093, -5.646], [0.109, -3.885, -2.357], [-0.161, -4.630, -3.503], [-1.277, -5.487, -3.532], [-1.989, -5.699, -2.322], [-1.579, -5.007, -1.183], [-0.582, -4.076, -1.218], [-3.106, -6.627, -2.203], [-3.782, -6.644, -1.189], [-3.365, -7.272, -3.180], [0.998, -3.300, -2.540], [0.419, -4.487, -4.402], [-1.638, -5.956, -4.436], [-2.192, -5.093, -0.298], [-0.301, -3.531, -0.328], [1.755, -7.279, -0.296], [1.150, -6.918, 0.943], [1.375, -5.702, 1.517], [2.133, -4.723, 0.816], [2.657, -5.091, -0.436], [2.466, -6.307, -1.029], [2.304, -3.344, 1.319], [3.096, -2.585, 0.716], [1.666, -3.029, 2.279], [1.632, -8.288, -0.660], [0.781, -7.708, 1.580], [1.083, -5.505, 2.538], [3.225, -4.320, -0.935], [3.043, -6.525, -1.915], [1.533, 4.017, -2.035], [1.550, 5.364, -2.459], [1.799, 5.709, -3.827], [2.027, 4.727, -4.793], [2.080, 3.438, -4.309], [1.726, 3.067, -3.047], [2.316, 4.974, -6.181], [2.622, 4.038, -6.872], [2.341, 6.101, -6.538], [1.268, 3.727, -1.029], [1.371, 6.119, -1.708], [1.698, 6.751, -4.092], [2.230, 2.613, -4.989], [1.618, 2.017, -2.817], [2.958, -1.539, 4.949], [4.135, -1.628, 5.671], [4.164, -1.709, 7.045], [2.986, -1.730, 7.803], [1.820, -1.578, 7.078], [1.825, -1.445, 5.700], [3.032, -1.900, 9.297], [4.123, -2.087, 9.826], [2.002, -2.062, 9.896], [2.855, -1.385, 3.885], [4.992, -1.686, 5.016], [5.096, -1.778, 7.587], [0.861, -1.579, 7.576], [0.867, -1.352, 5.210], [-7.971, -1.377, -4.156], [-7.332, -2.259, -3.314], [-6.160, -1.884, -2.741], [-5.625, -0.552, -2.782], [-6.302, 0.370, -3.616], [-7.539, -0.090, -4.199], [-7.658, -3.288, -3.352], [-5.562, -2.518, -2.102], [-4.701, -0.334, -2.267], [-5.925, 1.382, -3.639], [-8.110, 0.641, -4.752], [-2.379, 2.801, 5.163], [-1.907, 1.876, 6.013], [-2.129, 0.498, 5.781], [-2.860, 0.099, 4.679], [-3.319, 1.073, 3.778], [-3.036, 2.398, 4.065], [-1.222, 2.280, 6.744], [-1.770, -0.255, 6.467], [-3.132, -0.934, 4.521], [-3.896, 0.756, 2.922], [-3.401, 3.195, 3.433], [-2.387, 3.439, 0.588], [-2.650, 4.742, 0.302], [-1.782, 5.744, 0.426], [-0.595, 5.459, 1.057], [-0.198, 4.227, 1.389], [-1.143, 3.220, 1.115], [-3.664, 4.979, 0.015], [-2.101, 6.754, 0.213], [0.064, 6.305, 1.183], [0.742, 4.036, 1.887], [-1.027, 2.206, 1.470], [6.310, 0.743, -1.307], [5.020, 0.727, -0.849], [4.055, -0.225, -1.191], [4.374, -1.285, -2.013], [5.670, -1.353, -2.517], [6.561, -0.296, -2.174], [4.702, 1.567, -0.250], [3.053, -0.021, -0.844], [3.638, -2.017, -2.311], [5.958, -2.158, -3.178], [7.541, -0.204, -2.619], [3.149, 1.804, 1.666], [2.200, 0.898, 2.038], [1.366, 1.140, 3.138], [1.624, 2.239, 3.928], [2.689, 3.104, 3.698], [3.411, 2.853, 2.518], [1.996, 0.025, 1.435], [0.568, 0.447, 3.360], [1.064, 2.389, 4.839], [2.996, 3.848, 4.418], [4.276, 3.426, 2.220]], "mulliken_charge": [0.79, -1.31, -0.19, -0.39, 0.80, -0.06, 0.40, -0.31, 2.81, -1.50, 0.06, 0.09, 0.45, -0.78, -0.99, 0.32, -0.16, -0.38, -0.13, -0.20, -0.27, -0.85, 1.17, -0.63, -0.61, 0.42, 0.27, 0.48, 0.39, 0.49, -0.07, -1.06, -0.55, -0.60, -0.29, 0.81, 1.05, -0.62, -0.63, 0.45, 0.47, 0.51, 0.53, -0.02, -0.52, -0.81, -0.08, -0.33, 0.01, -0.63, 1.09, -0.60, -0.50, 0.44, 0.47, 0.48, 0.54, 0.45, -0.53, -0.56, -0.43, -0.19, -0.35, -0.16, 1.15, -0.65, -0.61, 0.51, 0.43, 0.46, 0.44, 0.45, -0.34, -0.72, -0.52, -0.13, -0.49, 0.30, 0.93, -0.58, -0.57, 0.47, 0.43, 0.47, 0.48, 0.21, -0.51, -0.34, -0.54, -0.12, -0.48, -0.24, 0.37, 0.41, 0.70, 0.39, 0.35, -0.63, -0.60, -0.39, -0.12, -0.11, -0.35, 0.46, 0.48, 0.59, 0.29, 0.43, 0.68, -0.73, -0.71, -0.17, -0.79, 0.21, 0.46, 0.47, 0.44, 0.01, 0.26, -0.58, -0.74, 0.18, 0.13, -0.78, -0.27, 0.60, 0.20, 0.36, 0.40, 0.39, -0.05, -0.22, 0.33, -0.53, -0.95, -0.56, 0.38, 0.20, 0.34, 0.51, 0.44]}



{"formula": "C3H11NOS", "method": "the ωB97M-V functional and the def2-TZVPD basis", "lumo_ev": 0.83, "gap_ha": 0.3446, "smiles": "CSC.NCO", "multiplicity": 1, "homo_ev": -8.55, "symbols": ["C", "S", "C", "H", "H", "H", "H", "H", "H", "N", "C", "O", "H", "H", "H", "H", "H"], "coordinates": [[-1.279, -0.018, 2.063], [-2.672, -1.262, 2.057], [-2.933, -1.281, 0.217], [-1.798, 0.832, 2.534], [-0.920, 0.428, 1.015], [-0.401, -0.548, 2.456], [-3.900, -0.894, -0.245], [-2.143, -0.958, -0.607], [-2.973, -2.338, 0.009], [2.030, 1.236, -1.931], [2.877, 0.591, -1.002], [2.172, -0.153, -0.021], [2.375, 1.889, -2.606], [1.350, 1.861, -1.466], [3.237, -0.322, -1.390], [3.605, 1.250, -0.544], [1.374, -0.313, -0.538]], "mulliken_charge": [-0.65, -0.09, -0.77, 0.31, 0.10, 0.29, 0.30, 0.23, 0.28, -0.60, -0.23, -0.49, 0.23, 0.20, 0.33, 0.28, 0.29]}



{"formula": "BH4NO2", "method": "the ωB97M-V functional and the def2-TZVPD basis", "lumo_ev": [-0.13, -0.13], "gap_ha": [0.2981, 0.2982], "multiplicity": 1, "homo_ev": [-8.25, -8.25], "symbols": ["B", "N", "O", "O", "H", "H", "H", "H"], "coordinates": [[0.674, -0.046, -0.083], [-1.821, 0.225, 0.004], [1.206, 1.142, 0.035], [1.218, -1.214, -0.180], [-2.317, -0.135, -0.788], [-1.794, -0.514, 0.793], [0.610, 1.877, 0.471], [2.224, -1.336, -0.252]], "mulliken_charge": [0.41, -0.64, -0.50, -0.34, 0.15, 0.17, 0.39, 0.36]}



{"formula": "C5H8N3S2", "method": "the ωB97M-V functional and the def2-TZVPD basis", "lumo_ev": -4.82, "charge": 1, "gap_ha": 0.2960, "multiplicity": 1, "homo_ev": -12.87, "symbols": ["C", "C", "C", "C", "C", "N", "N", "N", "S", "S", "H", "H", "H", "H", "H", "H", "H", "H"], "coordinates": [[1.364, 0.750, -0.703], [2.465, 1.187, -0.887], [-2.457, -0.065, -0.134], [0.004, 0.358, -0.525], [3.771, 1.807, -0.993], [-1.807, -0.891, -1.002], [-0.521, -0.575, -1.273], [-1.706, -1.632, 2.583], [-4.018, -0.090, 0.201], [-1.072, 1.112, 0.562], [4.414, 1.080, -1.613], [4.167, 1.949, 0.074], [3.702, 2.686, -1.514], [-2.326, -1.577, -1.481], [-0.200, -0.834, -2.170], [-2.056, -0.942, 3.302], [-1.181, -2.141, 3.252], [-2.544, -2.184, 2.322]], "mulliken_charge": [-0.46, 0.36, 0.23, 0.71, -0.94, -0.15, -0.10, -0.69, -0.21, 0.03, 0.29, 0.31, 0.33, 0.24, 0.29, 0.24, 0.25, 0.24]}



Question: Which value of multiplicity does entry 1 give?
Answer: 1